[1]
Molecular formula: C20H24N2O6
Method: DFT, ωB97M-V/def2-TZVPD

The geometry in XYZ format:
```
52
Properties=species:S:1:pos:R:3
C 5.046 -1.281 -0.352
C 3.709 -1.283 -0.740
C 2.704 -0.364 -0.042
O 1.706 0.032 -0.986
C 0.698 0.722 -0.353
O 0.889 1.854 -0.104
C -0.608 0.022 -0.007
C -1.765 1.020 -0.222
C -0.812 -1.155 -1.011
C -0.620 -2.545 -0.370
H 5.802 -0.775 -0.957
H 5.397 -1.823 0.529
H 3.346 -1.948 -1.527
H 2.198 -0.867 0.804
H 3.256 0.513 0.290
H -0.568 -0.368 1.014
H -2.721 0.511 -0.089
H -1.687 1.907 0.406
H -1.710 1.319 -1.275
H -1.864 -1.119 -1.322
H -0.227 -1.017 -1.923
H 0.344 -2.648 0.133
H -0.720 -3.262 -1.191
H -1.437 -2.680 0.354
C 3.587 4.028 0.404
C 4.672 4.810 0.783
C 4.726 5.351 2.058
C 3.690 5.099 2.941
C 2.600 4.328 2.574
C 2.549 3.790 1.296
N 3.757 5.652 4.302
O 4.719 6.341 4.587
O 2.847 5.386 5.066
H 3.549 3.601 -0.591
H 5.477 4.994 0.085
H 5.571 5.958 2.349
H 1.794 4.140 3.268
H 1.705 3.180 0.988
C -6.320 -3.789 -2.970
C -5.656 -4.926 -2.529
C -4.771 -4.845 -1.467
C -4.564 -3.621 -0.855
C -5.213 -2.478 -1.288
C -6.096 -2.565 -2.352
N -3.644 -3.535 0.286
O -3.073 -4.549 0.631
O -3.504 -2.448 0.824
H -7.016 -3.856 -3.797
H -5.832 -5.878 -3.013
H -4.256 -5.732 -1.127
H -5.043 -1.524 -0.808
H -6.612 -1.680 -2.699
```

- net charge = 0
- lowest unoccupied orbital energy (eV) = -0.82
- SMILES string = C=CCOC(=O)[C@@H](C)CC.O=[N+]([O-])c1ccccc1.O=[N+]([O-])c1ccccc1
- strongest force on any atom (hartree/bohr) = 0.0452
- energy relative to the best compared isomer or geometry (same formula, charge and spin) (kcal per mole) = 273.7

***

[2]
Molecular formula: C5H9N
Method: DFT, ωB97M-V/def2-TZVPD

The geometry in XYZ format:
```
15
Properties=species:S:1:pos:R:3
C 0.859 0.045 -1.248
N -1.898 -1.201 -1.083
C -1.246 -0.673 -0.011
C -0.037 0.004 -0.005
C 0.365 0.438 1.337
C 1.516 1.006 1.735
H 0.369 0.625 -2.057
H 1.043 -0.987 -1.580
H 1.826 0.524 -1.020
H -1.635 -0.890 -2.016
H -2.915 -1.140 -1.072
H -1.686 -0.575 0.976
H -0.455 0.497 2.057
H 2.393 1.277 1.158
H 1.500 1.048 2.829
```

- net charge = +1
- lowest unoccupied orbital energy (spin up / spin down) (eV) = -4.10 / -7.13
- spin multiplicity = 2
- strongest force on any atom (hartree/bohr) = 0.0537
- energy relative to the best compared isomer or geometry (same formula, charge and spin) (kcal per mole) = 14.1
- <S²> = 0.782

***

[3]
Molecular formula: C5H29NO10
Method: DFT, ωB97M-V/def2-TZVPD

The geometry in XYZ format:
```
45
Properties=species:S:1:pos:R:3
C -2.262 -1.361 -0.437
N -0.915 -1.035 -0.902
C -0.867 -0.066 -2.017
C 0.502 0.032 -2.727
C 1.726 -0.166 -1.939
O 1.953 0.262 -0.822
C -2.473 -1.144 1.065
H -2.971 -0.700 -0.984
H -2.521 -2.406 -0.652
H -0.156 -0.762 -0.286
H -1.299 0.888 -1.787
H -1.533 -0.412 -2.834
H 0.621 -0.890 -3.348
H 0.352 0.923 -3.323
H 2.523 -0.732 -2.493
H -1.575 -0.682 1.499
H -3.408 -0.699 1.411
H -2.507 -2.145 1.537
H 0.326 2.590 1.077
H 1.100 1.520 0.180
O 0.498 2.279 0.186
H 3.743 -2.120 0.963
H 2.862 -0.905 0.300
O 2.897 -1.813 0.644
H 3.444 0.752 1.784
H 4.258 0.941 0.454
O 4.111 0.366 1.211
H 1.371 -0.390 2.406
H 1.932 0.604 3.468
O 1.651 0.531 2.547
H -1.838 1.551 2.537
H -0.497 1.465 3.103
O -1.295 2.017 3.192
H 1.434 -3.058 1.572
H 0.380 -2.424 0.834
O 0.633 -2.549 1.769
H -1.889 3.216 -2.206
H -2.770 2.162 -1.437
O -2.517 2.497 -2.305
H -0.025 -2.451 -1.882
H -0.438 -3.476 -2.920
O 0.347 -2.971 -2.671
H -1.543 3.377 2.162
H -1.469 3.471 0.663
O -1.894 3.914 1.408
```

- net charge = 0
- lowest unoccupied orbital energy (eV) = 0.19
- SMILES string = CCNCCC=O.O.O.O.O.O.O.O.O.O
- strongest force on any atom (hartree/bohr) = 0.0461
- energy relative to the best compared isomer or geometry (same formula, charge and spin) (kcal per mole) = 94.7

***

[4]
Molecular formula: C32H41N7NaO5PSSi
Method: DFT, ωB97M-V/def2-TZVPD

The geometry in XYZ format:
```
89
Properties=species:S:1:pos:R:3
Na -0.367 1.242 0.907
C 3.280 1.510 4.136
N 1.894 1.738 3.668
C 1.166 2.327 4.552
C -0.246 2.581 4.301
C -1.237 2.989 5.229
C -2.436 3.128 4.497
C -2.142 2.775 3.129
N -0.899 2.393 3.028
C 4.252 1.497 2.964
C 5.667 1.579 3.293
C 6.589 1.595 2.259
C 6.154 1.545 0.952
C 4.846 1.764 0.596
C 3.877 1.531 1.599
H 3.282 0.439 4.489
H 3.536 2.262 4.902
H 1.344 2.552 5.629
H -0.960 3.081 6.273
H -3.511 3.305 4.831
H -2.755 2.696 2.224
H 5.950 1.646 4.351
H 7.674 1.696 2.469
H 6.939 1.478 0.161
H 4.463 2.201 -0.386
H 2.821 1.456 1.397
C 1.145 -1.475 3.704
P -0.174 -1.790 2.518
C -0.006 -3.531 2.292
C -1.799 -1.412 3.251
O -0.077 -0.977 1.179
H 1.716 -0.565 3.466
H 1.869 -2.332 3.865
H 0.681 -1.177 4.660
H 0.026 -4.035 3.283
H 1.039 -3.703 2.029
H -0.696 -4.014 1.555
H -2.363 -2.318 3.527
H -2.408 -0.947 2.471
H -1.682 -0.741 4.102
N -1.789 -2.838 -2.745
C -2.975 -2.862 -2.589
H -1.194 -3.694 -2.585
C -3.175 2.809 -2.255
C -2.875 1.813 -1.120
N -3.664 0.713 -1.074
O -2.010 1.976 -0.233
H -4.157 3.101 -2.441
H -2.804 2.386 -3.173
H -2.641 3.734 -2.004
H -4.462 0.722 -1.765
H -3.251 -0.160 -0.777
O 6.488 1.858 -5.801
S 7.222 1.097 -4.781
O 7.232 1.655 -3.439
O 8.526 0.577 -5.164
C 5.973 -0.194 -4.911
N 6.149 -1.338 -5.495
C 5.148 -2.198 -5.414
C 3.964 -1.921 -4.735
C 3.885 -0.550 -4.229
N 4.863 0.296 -4.392
C 2.945 -0.031 -3.160
C 1.956 -0.874 -2.543
C 1.121 -0.306 -1.583
N 1.119 1.030 -1.358
C 2.114 1.769 -1.884
C 3.080 1.297 -2.776
H 5.333 -3.238 -5.846
H 3.089 -2.626 -4.638
H 2.057 -1.900 -2.693
H 0.519 -0.852 -0.884
H 2.242 2.729 -1.535
H 3.895 2.019 -3.049
C -7.933 -0.435 -2.143
Si -7.121 -2.037 -1.493
C -6.932 -1.831 0.285
C -8.228 -3.445 -1.919
C -5.452 -2.552 -2.080
C -4.206 -2.637 -2.294
H -7.780 -0.191 -3.219
H -7.480 0.447 -1.561
H -9.046 -0.582 -1.923
H -6.481 -0.907 0.673
H -6.369 -2.656 0.662
H -7.972 -1.872 0.847
H -9.143 -3.428 -1.328
H -7.705 -4.417 -1.815
H -8.528 -3.444 -2.975
```

- net charge = -2
- lowest unoccupied orbital energy (eV) = 3.19
- strongest force on any atom (hartree/bohr) = 0.1198
- energy relative to the best compared isomer or geometry (same formula, charge and spin) (kcal per mole) = 19.3

***

[5]
Molecular formula: C6H10N2O5
Method: DFT, ωB97M-V/def2-TZVPD

The geometry in XYZ format:
```
23
Properties=species:S:1:pos:R:3
C -2.307 0.191 0.360
C -1.560 -1.032 -0.364
C 0.458 0.229 0.394
C 0.587 1.350 -0.484
C 1.856 -0.199 0.802
C 2.716 -0.686 -0.304
H -3.999 -1.034 0.194
H -3.931 0.210 -0.668
H -1.919 0.657 1.542
H -2.181 1.022 -0.573
H 0.343 -1.475 -0.803
H 0.060 0.658 1.248
H 2.602 0.412 1.335
H 1.943 -1.121 1.631
H 4.156 -0.940 0.907
H -0.218 2.653 -1.481
N -3.618 0.002 0.328
N -0.191 -0.928 -0.109
O -1.953 -2.126 -1.007
O 1.446 2.136 -0.310
O 2.266 -0.870 -1.431
O 4.006 -0.917 -0.037
O -0.560 1.808 -1.169
```

- net charge = 0
- lowest unoccupied orbital energy (eV) = 0.07
- SMILES string = NCC(=O)N[C@@H](CC(=O)O)C(=O)O
- strongest force on any atom (hartree/bohr) = 0.1792
- energy relative to the best compared isomer or geometry (same formula, charge and spin) (kcal per mole) = 127.6

***

[6]
Molecular formula: CF4HgO3P
Method: DFT, ωB97M-V/def2-TZVPD

The geometry in XYZ format:
```
10
Properties=species:S:1:pos:R:3
C -1.096 -0.868 0.157
O -0.699 0.565 0.195
O 0.031 -1.480 0.022
O -2.244 -1.161 -0.054
Hg -3.031 0.929 -0.517
P 0.988 0.240 0.052
F 1.424 1.752 0.457
F 1.330 -0.155 1.598
F 2.316 -0.590 -0.412
F 0.980 0.768 -1.499
```

- net charge = 0
- lowest unoccupied orbital energy (spin up / spin down) (eV) = -0.61 / -4.30
- spin multiplicity = 2
- strongest force on any atom (hartree/bohr) = 0.1019
- energy relative to the best compared isomer or geometry (same formula, charge and spin) (kcal per mole) = 33.5
- <S²> = 0.752